No. 1
21
Properties=species:S:1:pos:R:3:lowdin_charge:R:1 method="wB97M-V/def2-TZVPD" orbital_gap_ev=9.429 e_tot_ev=-14748.2888 relative_energy_ev=1.6715 homo_energy_ha=-0.36142 mol_weight_g_mol=132.04
Li 1.244 1.743 -1.019 0.81
O 0.355 0.090 -0.265 -0.54
H -0.267 0.443 0.578 0.04
O 2.453 -1.308 1.008 -0.06
H 1.699 -1.044 0.483 -0.05
H 2.543 -2.237 0.849 0.02
O 0.954 -1.354 -2.417 -0.11
H 0.618 -2.384 -2.476 0.14
H 0.749 -0.864 -1.678 -0.13
O -0.549 -2.335 0.590 -0.08
H -0.428 -1.482 0.221 -0.08
H -1.527 -2.458 0.814 0.07
O -0.784 1.435 2.224 -0.12
H -0.694 1.342 3.239 0.12
H -1.409 0.651 1.957 0.11
O 0.370 3.251 0.329 -0.15
H 0.130 2.646 1.099 0.03
H -0.506 3.510 -0.095 0.09
O -1.754 0.441 -1.948 -0.17
H -2.029 -0.497 -2.350 0.11
H -1.166 0.414 -1.142 -0.04


No. 2
21
Properties=species:S:1:pos:R:3:lowdin_charge:R:1 method="wB97M-V/def2-TZVPD" orbital_gap_ev=8.887 e_tot_ev=-14748.6553 relative_energy_ev=1.3050 homo_energy_ha=-0.34981 mol_weight_g_mol=132.04
Li -0.126 0.485 0.207 0.71
O -0.042 -1.449 -0.693 -0.36
H 0.094 -2.067 -0.081 -0.12
O -2.117 -2.814 0.568 -0.06
H -2.829 -2.331 0.468 -0.09
H -1.334 -2.236 0.168 0.04
O 1.709 1.615 0.294 -0.02
H 2.495 1.454 -0.009 -0.05
H 1.579 2.534 0.667 0.11
O 0.336 0.560 -2.354 0.00
H 1.213 0.766 -2.240 0.00
H 0.173 -0.167 -1.816 -0.07
O -0.873 0.631 2.121 -0.15
H -0.646 0.267 2.988 0.05
H -1.654 1.343 2.372 0.16
O -1.395 1.900 -0.666 -0.03
H -1.113 1.666 -1.496 -0.03
H -2.253 1.549 -0.596 0.04
O 2.629 -1.436 -0.166 -0.15
H 2.554 -0.944 0.680 0.01
H 1.598 -1.325 -0.416 0.01


No. 3
21
Properties=species:S:1:pos:R:3:lowdin_charge:R:1 method="wB97M-V/def2-TZVPD" orbital_gap_ev=8.108 e_tot_ev=-14747.3084 relative_energy_ev=2.6519 homo_energy_ha=-0.32962 mol_weight_g_mol=132.04
Li 1.417 -1.177 -1.271 0.81
O -0.048 -0.258 -0.094 -0.36
H 0.346 0.286 0.431 -0.12
O -1.799 0.182 1.680 0.03
H -1.469 0.029 2.633 0.15
H -1.312 -0.200 1.112 -0.12
O 2.942 0.110 -0.527 -0.02
H 2.783 0.956 -0.384 -0.03
H 3.616 0.043 0.186 0.10
O -1.499 2.596 1.020 -0.24
H -1.169 2.358 0.080 0.00
H -1.822 1.605 1.457 0.04
O -1.332 -2.041 -1.852 -0.11
H -2.294 -1.872 -1.812 0.05
H -1.190 -1.484 -1.018 0.02
O 1.038 -2.252 1.111 0.00
H 0.619 -1.533 0.705 -0.10
H 1.686 -1.925 1.636 -0.02
O -0.496 1.810 -1.740 -0.10
H 0.301 1.739 -2.249 0.00
H -0.308 1.018 -1.104 0.00


No. 4
19
Properties=species:S:1:pos:R:3:lowdin_spin:R:1 method="wB97M-V/def2-TZVPD" orbital_gap_ev="2.453 / 9.798" e_tot_ev=-11937.5658 multiplicity=2 relative_energy_ev=0.9574 homo_energy_ha="0.02750 / -0.23757" mol_weight_g_mol=107.11 charge=-1
N 1.473 0.676 -2.347 0.16
H 1.555 0.045 -3.085 0.06
H 1.510 1.620 -2.547 0.05
H 2.147 0.486 -1.583 0.02
H -1.219 -1.889 -2.443 0.03
H -1.689 -1.238 -1.150 0.01
O -1.651 -2.131 -1.648 0.07
H -2.352 -0.427 1.619 0.01
H -1.298 -0.041 0.735 0.01
O -1.386 -0.274 1.637 0.05
H -1.669 1.517 -1.722 0.05
H -0.380 0.464 -1.453 0.02
O -1.207 0.866 -1.138 0.10
H 4.076 0.523 0.403 0.05
H 4.471 -0.372 -0.911 0.08
O 3.736 0.068 -0.362 0.22
H -0.922 0.541 3.154 0.00
H -1.880 0.102 4.290 0.00
O -1.074 0.713 4.151 0.02